{"formula": "C5H9P", "method": "ωB97M-V/def2-TZVPD", "s_squared": 2.0079, "homo_ev": [-5.30, -8.90], "orbital_gap_ev": [6.3460, 6.8624], "multiplicity": 3, "symbols": ["C", "C", "C", "C", "C", "P", "H", "H", "H", "H", "H", "H", "H", "H", "H"], "positions_angstrom": [[1.77922, -0.56526, -0.99510], [1.93030, -0.88313, 0.26210], [0.59504, -0.30041, -0.06292], [0.46696, 1.16300, 0.56924], [-2.16721, -0.12242, -0.53646], [-0.89943, -1.30520, 0.22233], [2.22455, -0.57090, -1.98748], [2.45779, -1.27686, 1.05605], [0.76307, 1.16979, 1.72728], [-0.33188, 1.71158, 0.28576], [1.25720, 1.73750, -0.00325], [-2.39433, 0.71543, 0.07682], [-3.02073, -0.80087, -0.86681], [-1.77492, 0.35640, -1.42602], [-0.88563, -1.02866, 1.67844]]}

{"formula": "C5HF2IN", "method": "ωB97M-V/def2-TZVPD", "homo_ev": [-13.73, -13.73], "orbital_gap_ev": [5.4674, 5.4695], "charge": 1, "multiplicity": 1, "symbols": ["C", "C", "C", "C", "C", "N", "F", "F", "I", "H"], "positions_angstrom": [[0.70323, 0.51621, 0.47235], [-1.10992, -0.70564, 0.91576], [1.73417, 1.25065, 0.74904], [-1.03153, -0.74688, -0.52749], [0.04479, -0.03633, -0.94793], [-0.16059, -0.01754, 1.41924], [2.74688, 1.93788, 0.52771], [-1.85373, -1.36282, -1.32951], [0.78441, 0.34693, -2.81032], [-1.85771, -1.18245, 1.53114]]}

{"formula": "C5HNO3", "method": "ωB97M-V/def2-TZVPD", "homo_ev": -10.74, "orbital_gap_ev": 8.6533, "smiles": "C#CC1=NC(=O)C(=O)O1", "multiplicity": 1, "symbols": ["C", "C", "C", "N", "C", "O", "C", "O", "O", "H"], "positions_angstrom": [[2.93706, 0.73334, -0.72561], [1.79344, 0.40891, -0.09806], [0.30873, 0.19932, -0.03041], [-0.10906, -1.01396, -0.55349], [-1.51926, -0.87980, -0.32269], [-2.38410, -1.53512, -0.64755], [-1.79323, 0.13185, 0.71141], [-2.63421, 0.16008, 1.58564], [-0.59830, 1.04158, 0.62150], [3.99894, 0.75380, -0.54075]]}

One value per record, in order, for calculated total energy: -536.9671, -742.8074, -471.4402 hartree.